Entry 1:
ORCA calculation (the ωB97M-V functional and the def2-TZVPD basis) on the molecule C21H26N2O2.

```
51
Properties=species:S:1:pos:R:3:forces:R:3:nbo_charge:R:1
C -2.614341 0.361384 -3.057558 -0.12 -0.01 0.21 -0.6059
C -2.938047 0.058592 -1.598887 0.16 0.01 -0.17 -0.3794
H -3.810112 -0.595526 -1.539913 0.00 0.02 0.08 0.2119
H -3.172357 0.990132 -1.081393 -0.05 -0.08 0.05 0.2167
C -1.753735 -0.622118 -0.905430 -0.19 0.09 0.23 -0.4010
C -0.602667 0.350383 -0.706036 0.02 -0.39 -0.29 0.7049
O -0.780652 1.465388 -0.241072 -0.08 0.51 0.01 -0.6758
N 0.611381 -0.132463 -1.008630 0.24 -0.12 0.03 -0.5930
H 0.702283 -1.067612 -1.373385 -0.15 0.03 0.00 0.4031
C 1.845354 0.606577 -0.778183 0.07 0.06 0.17 -0.0880
C 2.427129 1.003942 -2.119569 0.03 0.07 0.02 -0.0434
C 3.581535 0.447046 -2.650011 -0.07 0.03 0.13 -0.2170
C 4.034521 0.832920 -3.901331 0.07 0.00 -0.15 -0.2061
C 3.336770 1.771497 -4.639454 0.09 -0.03 -0.07 -0.2142
C 2.180380 2.329667 -4.119403 -0.08 0.05 0.01 -0.2233
C 1.732073 1.948610 -2.869279 0.05 0.01 -0.02 -0.1488
H 0.833328 2.385600 -2.458316 -0.13 0.06 0.06 0.2111
H 1.630193 3.064674 -4.688250 -0.04 0.07 -0.04 0.2132
H 3.692253 2.068754 -5.614880 0.03 0.02 -0.08 0.2134
H 4.937665 0.394415 -4.300227 0.07 -0.03 -0.04 0.2123
H 4.142434 -0.286971 -2.092948 0.06 -0.08 0.10 0.2117
C 2.766817 -0.212813 0.117562 -0.20 0.20 -0.07 -0.6104
H 3.692273 0.327199 0.298407 0.14 -0.01 0.02 0.2175
H 2.275840 -0.396136 1.071320 -0.01 -0.03 0.02 0.2345
H 2.997955 -1.174008 -0.336895 0.09 -0.12 -0.03 0.2002
H 1.539411 1.517254 -0.248791 0.07 -0.18 -0.11 0.2417
H -1.438077 -1.494161 -1.484019 -0.01 0.03 0.15 0.2261
C -2.105371 -1.115000 0.508563 0.00 0.12 -0.62 0.7048
O -2.030983 -2.289378 0.802540 0.04 -0.37 0.17 -0.6253
N -2.484057 -0.116326 1.330386 -0.33 0.44 0.26 -0.6343
H -2.270890 0.815614 0.991436 0.00 -0.13 -0.04 0.4275
C -2.514558 -0.261992 2.788355 -0.09 -0.31 -0.04 -0.0782
C -1.101086 -0.561723 3.249411 0.02 0.08 0.11 0.0555
C -0.166319 0.468164 3.190289 0.00 -0.06 0.06 -0.2432
C 1.157988 0.241665 3.515445 0.04 0.10 0.01 -0.2095
C 1.568790 -1.023496 3.902590 0.08 -0.04 0.02 -0.2261
C 0.646449 -2.052878 3.960491 0.09 -0.07 0.04 -0.2092
C -0.680455 -1.826231 3.633990 -0.06 0.08 0.03 -0.2171
H -1.380662 -2.643986 3.669515 -0.11 -0.09 -0.02 0.2209
H 0.961187 -3.042897 4.256702 0.02 -0.08 0.02 0.2120
H 2.603734 -1.204552 4.154725 0.07 -0.02 0.03 0.2119
H 1.870167 1.052914 3.465939 0.06 0.07 0.01 0.2115
H -0.478108 1.455332 2.878605 -0.05 0.12 -0.05 0.2134
C -3.564380 -1.285595 3.204606 0.11 0.17 0.01 -0.6236
H -4.550004 -0.933319 2.909198 -0.08 0.02 -0.01 0.2155
H -3.378280 -2.236011 2.715001 -0.02 -0.07 0.04 0.2396
H -3.545827 -1.418615 4.283167 -0.05 -0.03 0.12 0.2115
H -2.805299 0.719996 3.181152 0.08 -0.14 -0.08 0.2071
H -2.389996 -0.553866 -3.601682 0.03 -0.07 -0.10 0.2018
H -3.459213 0.847981 -3.538662 -0.02 0.05 -0.11 0.2150
H -1.752436 1.021973 -3.125190 0.10 0.09 -0.08 0.2065
```
Forces are in eV/Å.

Computed properties:
net charge: 0
LUMO level: 0.030 hartree
M: 338.45 g/mol
frontier orbital gap: 9.8386 eV
DFT total energy: -29275.9981 eV
SMILES: CCC(C(=O)N[C@@H](C)c1ccccc1)C(=O)N[C@@H](C)c1ccccc1
HOMO energy: -9.0222 eV

---

Entry 2:
ORCA calculation (the ωB97M-V functional and the def2-TZVPD basis) on a cluster of 7 separate species, C5H22NO8 in total in a non-equilibrium geometry.

```
36
Properties=species:S:1:pos:R:3:forces:R:3:nbo_charge:R:1
C -2.552401 1.335718 -0.983044 -2.55 -1.50 -0.15 -0.4449
N -1.220755 1.788319 -1.291918 -1.96 -0.68 -1.45 -0.6804
C -0.469335 2.089535 -0.162087 3.50 1.86 -1.00 -0.0446
C -0.464101 0.915313 0.838614 2.25 2.91 -0.04 -0.5547
C -0.053320 1.292357 2.203167 -0.17 -0.99 1.33 0.4597
O -0.670337 0.903765 3.177209 0.11 0.51 0.00 -0.5618
C 1.002428 2.595624 -0.765627 -1.15 1.21 1.86 -0.0225
O 1.584154 1.801373 -1.719556 0.85 -0.74 0.17 -0.8172
H -2.960138 1.645488 0.111317 0.98 -0.68 -2.86 0.1980
H -2.845125 0.234066 -1.247715 1.35 0.87 1.64 0.1870
H -3.238050 1.631374 -1.775845 -0.40 1.52 0.22 0.1844
H -0.802225 1.317400 -2.103503 0.25 0.27 1.06 0.3987
H -0.882580 3.073339 0.227124 0.32 -1.19 0.42 0.1699
H -1.442556 0.644705 0.880793 -2.50 -1.61 0.42 0.2273
H 0.214739 0.137785 0.565988 0.31 -0.47 -0.67 0.2490
H 0.901680 1.806516 2.385634 0.11 0.33 -0.33 0.1138
H 1.550428 2.940879 0.201494 0.15 -1.23 -1.19 0.1120
H 0.877770 3.619020 -1.237098 -0.54 -1.02 0.29 0.1527
H 0.982867 -1.494145 0.110976 1.28 -1.41 0.97 0.5255
H 0.972252 -3.075786 0.521530 0.77 1.11 1.45 0.4531
O 1.009290 -2.167237 0.910676 -0.62 -0.13 -1.39 -0.9528
H -2.363738 -1.869529 0.347328 1.10 0.06 -0.53 0.5026
H -1.127991 -1.363888 -0.495397 0.06 0.67 0.25 0.4725
O -1.756627 -2.072326 -0.400338 -1.42 -0.55 -0.07 -0.9736
H 3.954228 -0.887407 0.049942 0.50 -0.57 -0.21 0.4501
H 2.801548 -0.031385 0.338635 1.63 -2.16 1.65 0.4939
O 3.507629 -0.635784 0.854658 -1.63 2.57 -1.07 -0.9711
H 0.465737 -3.045644 -0.633902 -1.12 0.10 -2.05 0.4433
H -0.378664 -3.075680 -2.007326 1.01 -0.47 1.45 0.4864
O 0.295877 -3.548399 -1.451795 -0.29 -0.15 -1.06 -0.9544
H 1.841822 0.734300 -1.469334 -1.81 1.59 0.81 0.4980
H 2.268617 -0.696002 -1.805813 1.50 -1.44 -1.98 0.4490
O 1.693766 -0.591790 -1.095728 -1.47 1.20 1.47 -1.1902
H -0.468408 -2.224314 1.609128 -1.53 0.48 1.58 0.5051
H -0.920440 -1.617177 3.094474 -1.42 -1.76 -3.47 0.4742
O -1.308042 -2.110385 2.217340 2.56 1.45 2.48 -1.0378
```
Forces are in eV/Å.

Computed properties:
net charge: -1
LUMO level: 0.120 hartree
M: 224.23 g/mol
frontier orbital gap: 8.6084 eV
DFT total energy: -23409.8198 eV
HOMO energy: -5.3363 eV

---

Entry 3:
ORCA calculation (the ωB97M-V functional and the def2-TZVPD basis) on the molecule C3H3NO in a non-equilibrium geometry.

```
8
Properties=species:S:1:pos:R:3:forces:R:3:nbo_charge:R:1
O 0.622147 1.451506 -1.338394 -0.54 -0.53 -1.26 -0.5100
C 0.511724 1.040070 -0.208160 0.14 0.68 -1.84 0.3793
C -0.425915 -0.219174 -0.079148 0.22 0.35 0.07 -0.6044
C -0.085034 -1.343219 0.797138 0.49 -0.49 0.73 0.2717
N 0.175920 -2.246116 1.471819 -0.28 0.97 -0.71 -0.2969
H 1.110093 1.790504 0.324216 -0.44 -1.22 2.50 0.2006
H -0.457421 -0.576748 -1.122484 0.06 0.11 0.44 0.2848
H -1.451515 0.103176 0.155013 0.34 0.13 0.08 0.2749
```
Forces are in eV/Å.

Computed properties:
net charge: 0
LUMO level: 0.019 hartree
M: 69.06 g/mol
frontier orbital gap: 11.0684 eV
DFT total energy: -6695.3802 eV
SMILES: N#CCC=O
HOMO energy: -10.5518 eV

---

Entry 4:
ORCA calculation (the ωB97M-V functional and the def2-TZVPD basis) on the molecule C6H8N2O in a non-equilibrium geometry.

```
17
Properties=species:S:1:pos:R:3:forces:R:3:nbo_charge:R:1
C -0.508685 2.618105 -0.202389 -2.85 2.87 0.41 -0.2874
C -0.212785 0.514663 -0.147928 -1.85 -7.48 1.29 0.4677
C 1.891365 -0.276869 -0.656545 0.69 -2.43 -0.97 -0.0145
C 1.622357 -1.652583 -0.375453 -1.50 0.70 1.14 -0.0678
C -0.511306 -0.872303 0.385242 2.48 -0.81 -0.17 0.1903
C -1.726345 -1.077465 1.271934 1.17 -2.04 0.31 -0.6642
H -1.248304 3.370153 0.246587 1.55 -0.62 -0.45 0.1943
H 0.490529 2.586600 0.270079 -0.78 0.40 -0.29 0.2089
H -0.450961 2.882465 -1.300053 0.10 -0.81 1.18 0.2035
H 2.923411 0.151941 -0.823532 -1.29 -0.83 -0.24 0.2044
H 2.241613 -2.624916 -0.380425 -0.44 2.29 -0.23 0.2291
H -1.696568 -2.246419 1.611548 -0.39 3.08 -0.73 0.2410
H -1.693989 -0.355896 2.146464 -0.18 -0.99 -1.02 0.2348
H -2.549017 -0.839681 0.596569 -0.57 -0.20 0.59 0.2311
N 0.869256 0.597136 -0.836520 1.15 2.25 1.14 -0.4843
N 0.347977 -1.940860 0.154944 -0.75 3.39 -0.03 -0.4130
O -1.233120 1.370065 0.094330 3.49 1.23 -1.93 -0.4738
```
Forces are in eV/Å.

Computed properties:
net charge: 0
LUMO level: 0.021 hartree
M: 124.14 g/mol
frontier orbital gap: 9.3075 eV
DFT total energy: -11376.6141 eV
SMILES: COc1nccnc1C
HOMO energy: -8.7448 eV